4 unconnected molecules or ions with the total composition C14H39NO10P at a distorted geometry. Source: OMol25; level of theory: the ωB97M-V functional and the def2-TZVPD basis.

XYZ file:
```
65
Properties=species:S:1:pos:R:3:nbo_charge:R:1
C 0.042 -3.091 -2.729 -0.627
C 0.069 -4.611 -2.850 -0.100
O 1.076 -5.061 -3.783 -0.316
N 1.485 -6.366 -3.526 -0.513
P 0.214 -7.668 -3.709 2.386
O 0.808 -8.817 -4.312 -1.013
O -0.339 -7.945 -2.227 -0.928
O -0.957 -7.157 -4.639 -0.916
H -0.625 -2.879 -1.888 0.249
H 1.026 -2.645 -2.601 0.250
H -0.478 -2.705 -3.609 0.233
H 0.254 -5.079 -1.868 0.167
H -0.946 -4.926 -3.126 0.189
H 2.255 -6.601 -4.169 0.478
H 1.862 -6.426 -2.567 0.420
H 0.386 -7.755 -1.606 0.512
H -1.716 -6.945 -4.058 0.526
C -0.247 -0.510 0.437 -0.253
O 0.652 -0.169 -0.602 -0.568
C 0.470 1.172 -1.060 -0.089
C 1.551 2.087 -0.528 -0.091
O 1.422 2.275 0.874 -0.551
C 2.371 1.531 1.620 -0.258
H 0.043 -1.487 0.826 0.178
H -0.217 0.217 1.251 0.193
H -1.270 -0.582 0.046 0.161
H -0.519 1.542 -0.791 0.191
H 0.534 1.147 -2.152 0.182
H 1.438 3.070 -0.995 0.190
H 2.544 1.704 -0.782 0.174
H 3.374 1.944 1.473 0.170
H 2.361 0.472 1.346 0.169
H 2.113 1.618 2.675 0.201
C 1.108 1.762 6.509 -0.253
O 2.016 2.107 5.477 -0.557
C 1.839 3.439 5.010 -0.091
C 2.912 4.360 5.548 -0.089
O 2.768 4.561 6.946 -0.549
C 3.708 3.823 7.708 -0.254
H 1.400 0.788 6.900 0.189
H 1.128 2.491 7.322 0.183
H 0.091 1.683 6.109 0.165
H 0.844 3.815 5.266 0.180
H 1.915 3.408 3.918 0.180
H 2.804 5.340 5.072 0.186
H 3.907 3.975 5.308 0.175
H 4.714 4.232 7.569 0.169
H 3.699 2.763 7.442 0.174
H 3.438 3.922 8.758 0.193
C -4.587 3.302 -4.124 -0.255
O -4.821 1.903 -4.165 -0.548
C -3.658 1.158 -4.483 -0.089
C -3.076 0.496 -3.252 -0.085
O -2.527 1.451 -2.357 -0.558
C -3.364 1.688 -1.235 -0.260
H -5.486 3.780 -3.740 0.197
H -3.747 3.551 -3.470 0.175
H -4.396 3.684 -5.131 0.172
H -2.910 1.789 -4.973 0.179
H -3.961 0.380 -5.193 0.181
H -2.253 -0.160 -3.563 0.167
H -3.830 -0.120 -2.753 0.176
H -3.380 0.809 -0.580 0.162
H -4.382 1.941 -1.538 0.189
H -2.947 2.525 -0.678 0.197
```

DFT total energy (hartree): -1704.9274
Molar mass (Da): 412.44
Gap between HOMO and LUMO (eV): 6.30
Total charge: +1

---

A molecular structure, C11H14FFeIN3O2PS2 at a distorted geometry. Source: OMol25; level of theory: the ωB97M-V functional and the def2-TZVPD basis.

XYZ file:
```
36
Properties=species:S:1:pos:R:3:mulliken_spin:R:1
C -2.427 1.310 2.250 0.015
C -3.460 0.950 1.028 0.017
I -4.478 2.730 0.260 0.027
C -2.785 0.178 -0.250 0.004
C -1.192 0.493 -0.491 0.245
C 0.031 -0.478 0.107 0.256
C -0.454 -1.760 1.007 -0.014
C -0.962 -2.986 0.024 0.017
F -2.234 -3.538 0.619 0.002
C 1.624 -0.203 -0.164 -0.009
P 3.088 -1.277 0.428 -0.004
O 4.111 -1.533 -1.002 0.029
O 2.658 -2.867 0.993 0.002
S 4.173 -0.233 1.672 -0.008
C 2.020 1.158 -1.049 0.259
N 3.493 1.511 -1.344 0.006
C 0.809 2.157 -1.624 0.032
N 1.073 3.411 -2.449 0.083
S -0.573 3.969 -2.714 -0.107
N -1.702 2.867 -1.963 0.145
C -0.780 1.824 -1.361 -0.006
H -1.639 2.075 1.845 -0.003
H -3.037 1.879 3.101 0.001
H -1.934 0.383 2.773 0.000
H -4.309 0.227 1.447 -0.001
H -2.945 -0.999 -0.180 0.010
H -3.354 0.534 -1.227 0.004
H -1.427 -1.407 1.601 0.006
H 0.312 -2.096 1.836 0.001
H -1.293 -2.470 -0.999 -0.001
H -0.134 -3.799 -0.131 0.000
H 5.074 -1.450 -0.721 0.000
H 2.645 -2.780 2.008 0.000
H 3.786 2.237 -0.623 0.014
H 3.493 1.968 -2.305 -0.003
Fe 2.728 -1.988 -2.402 2.981
```

DFT total energy (hartree): -3540.2303
Multiplicity: 5
ΔE to the lowest compared entry with this formula, charge and spin (kcal/mol): 252.78
Molar mass (Da): 517.11
<S²>: 6.0981
Gap between HOMO and LUMO (alpha / beta) (eV): 5.38 / 4.21
Total charge: +2

---

A molecular structure, C30H32CuIN2O3P at a distorted geometry. Source: OMol25; level of theory: the ωB97M-V functional and the def2-TZVPD basis.

XYZ file:
```
70
Properties=species:S:1:pos:R:3:mulliken_spin:R:1
Cu 0.008 0.952 0.429 0.515
C -4.024 1.801 -2.002 0.001
N -3.193 2.936 -1.584 0.000
C -3.859 4.238 -1.640 0.000
C -2.069 2.670 -0.890 0.000
O -1.717 1.498 -0.619 0.011
C -1.273 3.915 -0.367 -0.002
O 0.010 3.474 0.075 0.011
C 1.185 3.885 -0.602 0.001
C 1.928 2.600 -1.149 0.001
O 1.496 1.429 -0.925 0.013
N 3.073 2.855 -1.812 0.000
C 3.854 1.695 -2.356 0.000
C 3.703 4.154 -1.970 0.000
H -4.721 2.115 -2.776 0.000
H -4.612 1.441 -1.153 0.000
H -3.386 0.981 -2.319 0.000
H -4.227 4.404 -2.645 0.000
H -3.154 5.049 -1.378 0.000
H -4.690 4.265 -0.953 0.000
H -1.796 4.388 0.486 0.000
H -1.216 4.662 -1.172 0.000
H 1.844 4.435 0.113 0.000
H 0.973 4.515 -1.465 0.000
H 3.122 0.888 -2.474 0.000
H 4.624 1.336 -1.660 0.000
H 4.292 1.969 -3.322 0.000
H 3.107 4.959 -1.494 0.000
H 3.818 4.379 -3.039 0.000
H 4.692 4.122 -1.494 0.000
I -0.005 1.179 2.931 0.121
C 0.098 -0.717 3.930 0.010
C 0.122 -0.596 5.332 -0.001
C 0.126 -1.705 6.196 0.001
C 0.093 -2.979 5.664 -0.001
C 0.067 -3.163 4.270 0.004
C 0.057 -4.474 3.768 -0.004
C -0.076 -4.707 2.433 0.005
C -0.186 -3.648 1.524 -0.002
C -0.097 -2.333 1.943 -0.007
P 0.039 -1.214 0.531 0.176
C 1.510 -1.801 -0.283 0.028
C 2.760 -1.353 0.176 0.012
C 3.916 -1.632 -0.513 -0.005
C 3.867 -2.459 -1.638 0.014
C 2.651 -2.983 -2.036 -0.004
C 1.471 -2.710 -1.349 0.012
C -1.358 -1.674 -0.495 0.026
C -2.545 -2.036 0.168 0.025
C -3.710 -2.253 -0.540 -0.012
C -3.699 -2.125 -1.920 0.033
C -2.513 -1.834 -2.595 -0.013
C -1.358 -1.529 -1.882 0.026
C 0.046 -2.007 3.345 -0.002
H 0.168 0.398 5.780 -0.007
H 0.161 -1.542 7.287 0.000
H 0.118 -3.875 6.304 0.000
H 0.122 -5.312 4.492 0.000
H -0.099 -5.734 2.067 0.001
H -0.363 -3.900 0.479 0.004
H 2.771 -0.702 1.054 0.003
H 4.880 -1.207 -0.180 0.000
H 4.784 -2.691 -2.211 0.000
H 2.619 -3.690 -2.870 0.001
H 0.543 -3.224 -1.641 0.001
H -2.550 -2.127 1.269 0.002
H -4.644 -2.483 -0.025 0.000
H -4.599 -2.271 -2.515 0.001
H -2.507 -1.775 -3.683 0.000
H -0.471 -1.122 -2.408 -0.001
```

DFT total energy (hartree): -3776.6370
Multiplicity: 2
ΔE to the lowest compared entry with this formula, charge and spin (kcal/mol): 0.00
Molar mass (Da): 690.02
<S²>: 0.7560
Gap between HOMO and LUMO (alpha / beta) (eV): 8.28 / 5.64
Total charge: +2